1.
Density functional theory data (ωB97M-V/def2-TZVPD) for a 2-piece molecular cluster, C6H8Cl2O overall in a non-equilibrium geometry.

For the gap between HOMO and LUMO (alpha / beta), the calculation gives 7.75 / 8.94 eV. Its largest force on an atom is 5.321 eV/Å. The calculation puts the molar mass at 167.035 g mol⁻¹. The energy above the lowest of the compared OMol25 structures with the same formula, charge and spin is 0.0 kJ/mol. The calculation puts the LUMO energy (alpha / beta) at 0.76 / -1.10 eV.

The geometry in ORCA input format:
```
! RIJCOSX wB97M-V def2-TZVPD def2/J DEFGRID3
* xyz 0 3
C 3.14558 -0.57933 -0.46613
C 1.80699 -0.67925 -0.64710
C -1.17325 -0.64552 -1.07827
C -0.79957 -0.07958 0.25665
C -2.18656 -0.35817 0.09740
C -0.61268 1.88251 1.49988
O -0.19493 0.91242 0.77660
Cl -3.30525 1.01362 -0.35749
Cl -2.89568 -1.55808 1.08338
H 3.77430 -1.48093 -0.24638
H 3.65246 0.34604 -0.44471
H 1.40703 -1.67114 -0.38984
H -1.30892 -0.08011 -1.94776
H -1.05458 -1.70987 -1.29403
H 1.11412 0.09028 -0.76121
H -1.54029 2.17801 1.90461
H 0.17122 2.41909 2.01440
*
```

---

2.
Density functional theory data (ωB97M-V/def2-TZVPD) for a 2-piece molecular cluster, C4H10O2 overall.

For the gap between HOMO and LUMO, the calculation gives 10.75 eV. Its largest force on an atom is 0.379 eV/Å. The calculation puts the molar mass at 90.122 g mol⁻¹. The energy above the lowest of the compared OMol25 structures with the same formula, charge and spin is 116.4 kJ/mol. The calculation puts the LUMO energy at 0.83 eV.

The geometry in ORCA input format:
```
! RIJCOSX wB97M-V def2-TZVPD def2/J DEFGRID3
* xyz 0 1
O -0.60436 0.10831 -2.37027
C -1.83136 -0.57431 0.64460
C -0.57767 -1.00644 0.53955
C 0.61634 -0.30650 1.13194
C 1.45185 0.46568 0.11491
O 0.69585 1.59212 -0.32126
H -0.36679 0.78178 -1.71075
H -2.06866 0.34495 1.17654
H -2.66450 -1.11332 0.19817
H -1.18566 -0.46848 -1.86231
H -0.37343 -1.92338 -0.01598
H 1.26973 -1.04669 1.61337
H 0.28743 0.39940 1.90422
H 1.71137 -0.17655 -0.73873
H 2.38024 0.80301 0.59720
H 1.25964 2.12044 -0.90119
*
```

---

3.
Density functional theory data (ωB97M-V/def2-TZVPD) for a 2-piece molecular cluster, C2H6O3 overall in a non-equilibrium geometry.

For the gap between HOMO and LUMO, the calculation gives 11.02 eV. Its largest force on an atom is 1.800 eV/Å. The calculation puts the molar mass at 78.067 g mol⁻¹. The energy above the lowest of the compared OMol25 structures with the same formula, charge and spin is 156.4 kJ/mol. The calculation puts the LUMO energy at 0.62 eV.

The geometry in ORCA input format:
```
! RIJCOSX wB97M-V def2-TZVPD def2/J DEFGRID3
* xyz 0 1
C 1.48107 -0.55945 -0.60605
O 0.89737 -1.00076 0.67716
H 0.81563 -0.73650 -1.45092
H 2.38814 -1.11965 -0.79398
H 1.77570 0.47685 -0.42350
H 0.83049 -1.94082 0.50305
O -1.56377 2.39384 0.53587
C -1.96031 1.26298 0.51078
O -1.35149 0.25856 -0.10095
H -2.88118 0.96815 1.03580
H -0.43165 -0.00320 0.11273
*
```

---

4.
Density functional theory data (ωB97M-V/def2-TZVPD) for a 2-piece molecular cluster, C20H26FN3O4 overall in a non-equilibrium geometry.

For the gap between HOMO and LUMO, the calculation gives 9.20 eV. Its largest force on an atom is 2.051 eV/Å. The calculation puts the molar mass at 391.443 g mol⁻¹. The calculation puts the LUMO energy at 0.55 eV.

The geometry in ORCA input format:
```
! RIJCOSX wB97M-V def2-TZVPD def2/J DEFGRID3
* xyz 0 1
O -2.40401 4.65573 -1.01641
O 0.85811 4.93179 1.89942
F 3.49680 -5.32721 -3.04425
N -0.58853 0.91369 -1.35317
O -0.26509 -2.42224 -2.83136
O -1.68362 -4.37892 -1.34792
C -2.17192 4.93307 0.14831
C -0.10890 5.02689 2.64994
C 0.04450 0.75365 -0.18424
C -0.68117 -0.13221 -2.19895
C 0.59462 -0.46742 0.20056
C 0.50165 -1.56341 -0.65387
C 1.60019 -3.90748 -2.95086
C 0.21892 -5.81763 -1.46507
C 2.22481 -5.11530 -2.63134
C -0.14274 -1.40757 -1.89762
C 0.29513 -3.63779 -2.52699
C -0.40429 -4.60667 -1.78370
C 1.53255 -6.08469 -1.88311
N -0.09981 5.82661 3.72495
N -1.68829 4.01371 0.98384
C -2.47187 6.33356 0.65084
C -1.36771 0.11090 -3.51367
C 1.02672 6.68733 4.08365
C 2.98696 -7.27867 -0.23301
C 2.18109 -7.40319 -1.52555
C -1.26828 2.80996 3.06821
C -1.38248 4.19028 2.40803
H -2.02136 -5.15252 -0.87251
H 0.13333 1.60534 0.48227
H 1.09825 -0.54916 1.15778
H 0.93604 -2.50839 -0.34215
H 2.13826 -3.15974 -3.52338
H -0.31564 -6.56180 -0.88486
H -0.91468 5.84041 4.31712
H -1.46596 3.12841 0.55473
H -3.18885 6.28903 1.46699
H -1.54745 6.80891 0.97169
H -2.90047 6.90899 -0.16899
H -2.17841 -0.60926 -3.65670
H -1.78897 1.12045 -3.54404
H -0.65055 0.00575 -4.33223
H 1.90457 6.07351 4.29509
H 1.26398 7.34943 3.24794
H 0.78683 7.28940 4.96120
H 3.45034 -8.23798 0.01604
H 3.77732 -6.52999 -0.34578
H 2.33708 -6.97945 0.59511
H 2.83940 -7.72929 -2.33730
H 1.41392 -8.17417 -1.40241
H -2.17787 2.23477 2.88949
H -0.41385 2.26981 2.65839
H -1.12780 2.92475 4.14340
H -2.22083 4.70602 2.87642
*
```

---

- Which of these has the lowest molar mass?
  C2H6O3

---

- Number 4 is which compound?
  C20H26FN3O4

---

- The highest molar mass belongs to which entry?
  C20H26FN3O4

---

- Which of these has the highest molar mass?
  C20H26FN3O4